(1)
{"formula": "C21H50NO5PS3", "method": "ωB97M-V/def2-TZVPD", "homo_ev": -7.95, "gap_ev": 8.38, "lumo_ev": 0.43, "total_energy_ev": -76098.4332, "molar_mass_g_mol": 523.81, "symbols": ["C", "O", "C", "C", "C", "C", "C", "C", "C", "C", "C", "C", "C", "P", "N", "C", "C", "C", "O", "H", "H", "H", "H", "H", "H", "H", "H", "H", "H", "H", "H", "H", "H", "H", "H", "H", "H", "H", "H", "H", "H", "H", "H", "H", "H", "H", "H", "H", "H", "H", "H", "C", "S", "O", "C", "H", "H", "H", "H", "H", "H", "C", "S", "O", "C", "H", "H", "H", "H", "H", "H", "C", "S", "O", "C", "H", "H", "H", "H", "H", "H"], "coordinates": [[-2.037, 3.185, 3.045], [-2.958, 2.609, 2.012], [-2.108, 2.206, 0.842], [-1.823, 0.559, 0.906], [-1.399, -0.048, -0.560], [-0.286, -1.253, -0.513], [-0.245, -1.918, -2.047], [1.280, -1.901, -2.652], [1.396, -1.135, -4.133], [2.923, -0.547, -4.212], [3.096, 1.017, -3.758], [1.875, 1.623, -2.850], [2.586, 2.709, -1.795], [2.426, 1.931, -0.026], [3.246, 2.924, 1.207], [2.130, 3.302, 2.194], [4.345, 2.175, 1.931], [4.388, 0.569, 2.253], [5.422, 2.896, 2.352], [-1.427, 4.081, 2.590], [-1.364, 2.285, 3.411], [-2.606, 3.594, 3.987], [-2.609, 2.531, -0.175], [-1.027, 2.700, 0.915], [-2.747, -0.031, 1.349], [-0.923, 0.433, 1.656], [-2.368, -0.498, -1.082], [-0.954, 0.823, -1.235], [0.766, -0.790, -0.206], [-0.515, -2.101, 0.273], [-1.062, -1.450, -2.744], [-0.536, -3.063, -1.880], [1.646, -3.010, -2.736], [2.008, -1.282, -1.936], [1.227, -2.008, -4.929], [0.547, -0.349, -4.310], [3.328, -0.720, -5.316], [3.592, -1.216, -3.513], [3.288, 1.651, -4.748], [4.127, 1.077, -3.159], [1.138, 2.263, -3.530], [1.318, 0.847, -2.174], [3.713, 2.918, -2.067], [2.044, 3.754, -1.807], [0.974, 1.896, 0.184], [1.521, 4.198, 1.749], [2.566, 3.492, 3.265], [1.366, 2.393, 2.270], [4.295, 0.307, 3.413], [5.439, 0.126, 1.910], [3.576, -0.073, 1.708], [-5.542, 4.765, 2.175], [-6.236, 3.220, 1.539], [-6.323, 3.345, 0.047], [-7.899, 3.477, 2.204], [-4.503, 4.841, 1.846], [-6.108, 5.616, 1.787], [-5.576, 4.758, 3.267], [-8.317, 4.409, 1.814], [-7.854, 3.513, 3.295], [-8.530, 2.640, 1.895], [0.238, -5.909, -4.938], [-0.425, -6.367, -3.319], [-0.561, -5.108, -2.514], [1.064, -7.220, -2.745], [-0.517, -5.325, -5.470], [1.141, -5.307, -4.816], [0.464, -6.813, -5.509], [1.916, -6.536, -2.760], [1.262, -8.080, -3.389], [0.894, -7.566, -1.723], [0.231, -1.749, 5.398], [1.494, -1.538, 4.120], [1.095, -0.361, 3.281], [1.071, -3.034, 3.195], [0.281, -0.897, 6.080], [-0.761, -1.788, 4.940], [0.424, -2.669, 5.954], [0.027, -2.993, 2.875], [1.237, -3.911, 3.824], [1.717, -3.093, 2.316]], "lowdin_charge": [-0.11, -0.30, -0.19, -0.17, -0.23, -0.21, -0.20, -0.21, -0.21, -0.23, -0.22, -0.25, -0.40, 0.93, -0.34, -0.17, -0.35, -0.08, -0.07, 0.10, 0.10, 0.10, 0.14, 0.09, 0.12, 0.09, 0.12, 0.11, 0.08, 0.11, 0.11, 0.08, 0.10, 0.10, 0.11, 0.11, 0.11, 0.11, 0.12, 0.11, 0.12, 0.06, 0.08, 0.07, -0.05, 0.10, 0.11, 0.05, 0.10, 0.10, 0.04, -0.27, 0.80, -0.56, -0.28, 0.04, 0.06, 0.05, 0.05, 0.05, 0.05, -0.27, 0.83, -0.57, -0.27, 0.05, 0.05, 0.05, 0.06, 0.05, 0.05, -0.27, 0.80, -0.58, -0.27, 0.05, 0.06, 0.05, 0.05, 0.05, 0.05]}

(2)
{"formula": "C2H3N5O4", "method": "ωB97M-V/def2-TZVPD", "homo_ev": [-6.89, -11.36], "s2": 2.01, "gap_ev": [6.84, 8.69], "lumo_ev": [-0.05, -2.67], "total_energy_ev": -17751.9737, "molar_mass_g_mol": 161.08, "multiplicity": 3, "symbols": ["C", "C", "N", "N", "N", "N", "N", "O", "O", "O", "O", "H", "H", "H"], "coordinates": [[1.005, -1.224, -1.277], [-0.238, 0.041, 0.406], [1.443, 0.567, -2.604], [0.488, -0.059, -0.863], [1.702, -0.859, -2.487], [0.874, 1.021, -1.576], [2.031, -1.768, -3.617], [0.789, -2.303, -0.828], [1.874, 1.118, -3.575], [2.580, -2.744, -3.169], [1.684, -1.502, -4.702], [-0.130, 0.962, 0.733], [-1.222, -0.109, 0.124], [0.031, -0.632, 1.137]], "lowdin_spin": [0.03, 0.01, 0.43, 0.21, 0.03, 0.58, 0.02, 0.08, 0.56, 0.03, 0.01, 0.00, 0.01, 0.00]}

(3)
{"formula": "C4H5FO", "method": "ωB97M-V/def2-TZVPD", "homo_ev": -9.87, "gap_ev": 10.79, "lumo_ev": 0.91, "total_energy_ev": -8991.9426, "molar_mass_g_mol": 88.08, "e_above_lowest_ev": 1.087, "smiles": "O=C[C@H]1C[C@@H]1F", "symbols": ["C", "C", "C", "C", "O", "F", "H", "H", "H", "H", "H"], "coordinates": [[1.635, 0.217, 0.366], [-0.774, -0.851, -0.433], [0.329, 0.263, -0.403], [-1.021, 0.374, 0.357], [2.639, 0.521, -0.188], [-1.939, 1.200, -0.047], [1.443, -0.118, 1.411], [-1.126, -0.957, -1.388], [-0.660, -1.695, 0.191], [0.541, 0.810, -1.252], [-1.067, 0.238, 1.386]], "lowdin_charge": [-0.25, 0.00, -0.11, -0.33, 0.08, 0.07, 0.13, 0.08, 0.10, 0.11, 0.13]}

(4)
{"formula": "C4H7N2", "method": "ωB97M-V/def2-TZVPD", "homo_ev": -15.42, "gap_ev": 11.30, "charge": 1, "lumo_ev": -4.13, "total_energy_ev": -7233.3252, "molar_mass_g_mol": 83.11, "e_above_lowest_ev": 2.413, "smiles": "[NH2+]=C1C=CCN1", "symbols": ["C", "C", "C", "C", "N", "N", "H", "H", "H", "H", "H", "H", "H"], "coordinates": [[0.259, -0.863, -0.777], [1.222, -0.022, -1.040], [-0.566, -0.448, 0.400], [0.803, 1.437, -0.055], [-0.363, 0.838, 0.619], [-1.538, -1.207, 0.767], [0.467, -1.886, -1.185], [2.004, 0.057, -1.776], [1.468, 1.749, 0.590], [0.482, 2.189, -0.713], [-0.617, 1.459, 1.382], [-1.701, -2.080, 0.124], [-1.920, -1.222, 1.664]], "lowdin_charge": [-0.04, 0.11, -0.33, 0.02, 0.09, 0.22, 0.15, 0.11, 0.06, 0.11, 0.18, 0.21, 0.12]}